Entry from the OMol25 dataset: a molecular structure, C22H25F2I2N3O3V (ωB97M-V/def2-TZVPD).

The geometry in XYZ format:
```
58
Properties=species:S:1:pos:R:3:forces:R:3
V 0.6040 0.3625 -0.5872 -0.1 0.5 0.3
I 1.6070 -3.9549 2.1988 -0.1 -0.1 0.0
C 2.7622 -2.2633 1.8596 0.2 0.1 0.0
C 4.0330 -2.1696 2.4718 0.0 -0.1 0.0
C 4.8359 -1.0855 2.2721 -0.2 0.0 -0.1
I 6.6946 -1.0298 3.2087 0.1 0.0 0.0
C 4.4030 -0.0195 1.4312 0.1 0.0 0.1
C 5.1436 1.1465 1.1337 0.0 0.0 0.0
C 4.6064 2.0885 0.3037 -0.1 0.0 0.0
C 3.3284 1.8854 -0.2446 0.1 0.1 0.0
N 2.6126 0.8133 0.0060 0.1 -0.1 0.1
C 3.1365 -0.1305 0.8380 0.0 0.0 0.0
C 2.2905 -1.2599 1.0513 0.1 -0.1 0.0
O 1.1249 -1.2730 0.4199 0.1 0.1 -0.1
H 4.3601 -2.9805 3.1079 0.0 0.0 0.0
H 6.1263 1.2811 1.5645 0.0 0.0 0.0
H 5.1420 2.9948 0.0603 0.0 0.0 0.0
H 2.8776 2.6310 -0.8864 0.0 0.0 0.0
F 0.9067 2.0103 1.9023 0.0 0.0 0.0
C 0.2035 2.0126 0.7012 0.0 -0.1 -0.2
F 0.6372 3.1711 0.0208 0.0 0.0 0.0
H -0.8380 2.2187 0.9756 0.0 0.0 0.0
N -0.3409 -3.1638 -0.8589 -0.1 -0.1 -0.1
C 0.3302 -3.7981 -2.0256 0.0 0.0 0.1
C 1.0345 -2.7549 -2.8931 0.0 0.0 0.0
N 2.3214 -2.2711 -2.4261 0.1 0.0 0.0
H -0.8265 -3.8508 -0.2895 0.0 0.0 0.0
H -1.0573 -2.4103 -1.1786 0.0 -0.1 0.0
H 0.3290 -2.6606 -0.2458 0.0 0.0 0.0
H -0.4406 -4.3158 -2.5965 0.0 0.0 0.0
H 1.0443 -4.5345 -1.6535 0.0 0.0 0.0
H 0.3624 -1.9040 -3.0359 0.0 0.0 0.0
H 1.1799 -3.1932 -3.8817 0.0 0.0 0.0
H 3.0239 -2.9989 -2.4192 0.0 0.0 0.0
H 2.2888 -1.8546 -1.5040 -0.1 0.0 0.0
C -5.2378 3.3379 1.7724 0.0 0.0 0.0
C -4.3371 2.4421 0.9677 0.0 0.0 0.0
C -3.9244 1.2106 1.4592 0.0 0.0 0.0
C -3.1023 0.3682 0.7229 0.0 0.0 -0.1
C -2.6512 -0.9317 1.3325 0.0 0.0 0.0
C -2.6633 0.7855 -0.5419 0.0 0.0 0.1
C -3.0509 2.0302 -1.0537 0.0 0.0 0.0
C -2.5936 2.5370 -2.3950 0.0 0.0 0.0
C -3.8931 2.8288 -0.2887 0.0 0.0 -0.1
C -1.7499 -0.1071 -1.3168 0.0 0.0 -0.2
O -2.0363 -1.3211 -1.4801 -0.1 0.1 0.0
O -0.7327 0.4466 -1.9246 0.0 -0.3 0.1
H -5.4511 2.9059 2.7495 0.0 0.0 0.0
H -6.1887 3.4989 1.2610 0.0 0.0 0.0
H -4.7823 4.3171 1.9291 0.0 0.0 0.0
H -4.2460 0.9008 2.4476 0.0 0.0 0.0
H -2.9370 -0.9757 2.3829 0.0 0.0 0.0
H -1.5627 -1.0309 1.2714 0.0 0.0 0.0
H -3.0878 -1.7854 0.8141 0.0 0.0 0.0
H -1.5587 2.8783 -2.3492 0.0 0.0 0.0
H -3.2184 3.3727 -2.7083 0.0 0.0 0.0
H -2.6383 1.7643 -3.1623 0.0 0.0 0.0
H -4.2032 3.7879 -0.6907 0.0 0.0 0.0
```
Positions in Å, forces in eV/Å.

Output
spin multiplicity: 2
E_LUMO (alpha / beta): -0.2953 / -0.3254 eV
gap between HOMO and LUMO (alpha / beta): 6.364 / 5.545 eV
calculated total energy: -2982.4650 a.u.
ΔE to the lowest compared entry with this formula, charge and spin: 0.0 kJ/mol
highest occupied orbital energy (alpha / beta): -6.7 / -5.9 eV

Charges in e, computed with Löwdin, in the same order as the atoms: 0.9189, 0.9537, -0.6347, -0.2271, -0.6699, 0.9288, -0.1971, -0.0338, -0.0211, -0.0900, 0.0182, -0.1438, -0.4034, -0.2826, 0.0758, 0.0635, 0.1114, 0.1207, -0.0579, -0.3304, -0.0904, 0.0884, 0.1310, -0.1534, -0.2574, 0.0253, 0.1358, 0.0763, 0.0433, 0.1236, 0.1163, 0.1045, 0.1163, 0.0741, 0.0303, -0.0508, -0.2637, -0.0086, -0.2019, -0.0299, -0.0935, -0.1970, -0.0311, -0.0086, -0.5629, -0.0246, -0.1349, 0.0722, 0.0811, 0.0813, 0.1139, 0.0791, 0.0693, 0.0823, 0.0820, 0.0774, 0.0867, 0.1192

Entry from the OMol25 dataset: a molecular structure, C30H52CaCl5CsILiN3O14P3V (ωB97M-V/def2-TZVPD).

The geometry in XYZ format:
```
112
Properties=species:S:1:pos:R:3:forces:R:3
C -3.0585 1.5455 1.9831 -0.1 -0.7 1.5
C -4.3431 2.5693 2.0077 2.0 0.2 -0.9
I -6.1383 1.2840 1.7075 1.0 1.0 0.5
C -4.3584 3.6417 0.7301 2.2 -2.5 0.5
C -2.8286 4.1561 0.3824 2.0 0.4 -0.8
C -1.8935 3.2982 -0.7076 1.7 2.5 1.3
C -0.3276 3.7818 -1.0450 -1.5 1.2 1.9
C 0.3295 5.1243 -0.2940 -3.5 -1.5 -0.3
C 1.8941 5.5427 -0.6163 -0.1 0.1 1.0
C 2.8858 4.5866 0.3313 -0.7 0.9 -0.5
C 4.3704 5.2788 0.2726 1.0 -0.2 1.0
C 5.0341 5.5630 1.7781 0.8 0.3 -0.6
C 5.5803 4.2007 2.5142 1.0 0.9 0.1
N 4.8391 3.9841 3.8195 1.0 0.2 0.6
C -0.6476 5.9385 0.7799 0.1 -3.3 -2.3
P 0.1762 7.4713 1.6537 -0.7 -0.1 0.7
N 0.3757 8.7094 0.3748 -0.4 -1.9 -1.1
O 1.7380 6.9872 2.2816 -0.3 1.8 -2.9
C -2.1962 5.5037 1.1456 3.5 -2.5 -2.4
P -3.3408 6.3743 2.4016 -0.9 -0.5 -1.7
C -3.1446 8.2725 2.4035 1.4 1.5 1.6
C -3.2538 5.6095 4.1486 -0.2 -0.9 1.4
C 0.5454 2.8442 -2.1206 2.2 1.6 -2.7
O 1.4168 3.3285 -3.0076 -5.2 -3.1 5.7
C 0.1893 1.2120 -2.0319 -4.0 -1.7 1.1
C 1.2843 0.0116 -2.2550 -0.6 -0.2 -0.3
C 1.0625 -1.2688 -1.2023 1.3 1.0 0.2
N 0.9659 -0.8431 0.2458 -0.6 -0.1 -1.0
C -1.2228 0.7646 -1.6993 3.3 3.2 -0.6
C -2.4000 1.9321 -1.4784 -3.5 -1.0 -1.8
O -3.6211 1.7051 -1.9648 7.2 1.4 3.2
H -3.0276 0.8126 1.0697 -0.2 1.7 1.6
H -2.0233 2.0976 2.1012 -2.2 -0.9 -0.4
H -3.1727 0.8556 2.9510 0.3 1.4 -2.1
H -4.3892 3.1027 3.0523 -0.2 -1.1 -2.1
H -5.0901 4.5096 1.0594 1.5 -1.0 -0.3
H -4.8905 3.0760 -0.1462 1.5 1.3 1.4
H 2.1773 5.4890 -1.7597 -0.8 -0.2 2.4
H 2.1590 6.6578 -0.2820 -1.0 -2.4 -0.7
H 2.8187 3.5090 -0.1254 0.5 2.0 1.0
H 2.4455 4.5673 1.4395 1.1 0.1 -2.5
H 5.1334 4.5557 -0.2713 -1.6 1.6 0.9
H 4.3869 6.3434 -0.2675 -0.3 -2.5 0.9
H 5.9846 6.2513 1.6021 -2.0 -1.4 0.3
H 4.3088 6.1924 2.4758 1.3 -1.6 -1.4
H 5.5246 3.2996 1.7644 -0.3 1.6 1.7
H 6.7274 4.3204 2.8050 -2.2 -0.1 -1.1
H 5.4039 3.3181 4.4219 -1.0 1.0 -1.1
H 4.8239 4.8902 4.3773 0.2 -1.5 -1.2
H 0.7182 8.2741 -0.5318 -0.4 0.7 1.3
H -0.5976 9.0557 0.1200 1.5 -0.5 0.7
H 2.4895 7.4340 1.7518 -1.6 -1.1 1.1
H -2.9756 8.7552 1.3349 -0.7 -1.3 2.2
H -2.1973 8.6135 3.0448 -1.8 -0.6 -1.4
H -4.0783 8.7470 2.9743 1.8 -1.2 -1.7
H -2.6007 4.6119 4.1948 -1.1 2.3 -0.1
H -2.9524 6.3725 4.9955 -1.7 -3.0 -3.7
H -4.3618 5.2539 4.4135 2.3 0.9 -0.7
H 2.3778 0.4369 -2.1424 -2.3 -1.0 -0.3
H 1.1396 -0.4719 -3.3370 0.6 1.4 2.1
H 2.0090 -1.9492 -1.3039 -1.8 1.1 -0.1
H 0.1204 -1.9141 -1.4648 1.4 1.8 1.2
H 0.0746 -1.1489 0.6941 1.2 0.7 -0.5
H 1.1569 0.1752 0.3806 -0.7 -1.3 -0.4
H -1.5432 -0.3552 -1.5941 0.6 2.4 -0.4
O 3.8993 -0.7057 1.5193 -0.1 0.0 -0.3
H 2.9543 -0.6416 1.3145 0.2 -0.4 0.1
H 4.1525 -1.5792 1.1849 -0.2 0.2 0.2
C -10.5341 -0.0378 0.8640 1.3 2.3 0.6
Cl -11.3502 -1.5410 0.3650 -0.3 -0.5 0.7
Cl -10.7141 1.1887 -0.4158 0.0 -0.6 0.4
Cl -11.2684 0.5644 2.3715 0.2 -0.5 -0.7
Cl -8.8035 -0.3635 1.1352 -1.1 -0.3 -0.2
O 1.4135 -3.8897 1.9603 0.7 -1.2 -0.1
H 0.8699 -3.1377 1.8113 -0.8 1.2 -0.1
O 2.8913 -9.2528 -1.6811 1.0 4.3 1.2
P 1.6825 -8.3471 -1.3406 -5.1 -8.0 -2.1
O 1.0003 -9.4173 -0.2758 0.5 0.3 0.5
C 1.6263 -9.6220 0.9779 -0.1 -0.3 0.4
C 1.5154 -8.4005 1.8672 0.0 0.2 0.0
O 0.7811 -8.7800 -2.6735 0.5 1.6 0.2
C 1.4182 -9.2946 -3.8346 0.4 -0.4 -0.2
C 1.5155 -10.8105 -3.7773 0.0 -0.3 0.2
O 0.3319 -7.3351 -0.9601 3.2 1.7 -0.2
C 0.6134 -6.0032 -0.5683 -0.1 0.6 0.5
C 1.6485 -5.3184 -1.4396 -0.3 0.0 -0.3
H 2.6730 -9.9068 0.8375 0.0 0.0 0.0
H 1.1171 -10.4633 1.4589 0.0 0.0 -0.2
H 2.1505 -7.5942 1.4871 0.0 0.1 0.1
H 1.8366 -8.6267 2.8868 0.0 0.0 -0.1
H 0.4862 -8.0257 1.8943 0.2 -0.1 0.0
H 2.3994 -8.8287 -3.9750 -0.1 -0.2 0.1
H 0.8119 -9.0095 -4.6995 -0.2 0.1 0.1
H 1.9012 -11.1713 -2.8130 0.0 0.3 -0.3
H 2.1691 -11.1862 -4.5712 -0.1 0.1 0.1
H 0.5268 -11.2598 -3.8982 0.0 0.1 -0.1
H 0.9306 -5.9916 0.4774 -0.1 0.3 0.0
H -0.3275 -5.4450 -0.6230 -0.1 -0.2 0.1
H 2.6207 -5.8164 -1.3651 0.1 0.1 0.0
H 1.7798 -4.2774 -1.1303 0.2 -0.1 0.2
H 1.3491 -5.3427 -2.4913 0.0 -0.1 -0.1
Li -0.1484 -2.8787 -2.6694 0.4 -1.4 -1.5
O -0.2422 -7.4233 -7.3341 0.5 3.1 3.0
V 0.0438 -6.1639 -6.1433 0.6 -1.4 -1.4
O 0.3298 -4.9044 -4.9524 -1.2 -0.9 -0.5
Cl -6.1140 5.6260 0.5908 -2.3 2.1 -0.5
Ca -12.1476 -3.1411 -1.4598 -0.2 -0.6 -0.8
C 3.5233 -4.4170 -4.7203 -0.2 -0.2 -0.2
O 2.9911 -4.8140 -5.7454 -0.3 -0.4 -1.0
O 3.6234 -3.2321 -4.3822 -0.2 1.8 0.1
O 4.0440 -5.1390 -3.8621 0.5 -1.4 0.9
Cs -1.9632 7.3088 6.4621 1.6 1.5 2.0
```
Positions in Å, forces in eV/Å.

Output
total charge: +1
E_LUMO: -6.9680 eV
gap between HOMO and LUMO: 1.065 eV
calculated total energy: -7662.3297 a.u.
highest occupied orbital energy: -8.0 eV

These are the Löwdin partial charges, in e, on atoms 1 to 99: -0.2178, -0.6671, 0.7620, -0.3816, -0.0458, 0.0268, 0.0378, -0.0637, -0.1899, -0.1857, -0.2060, -0.2036, -0.2852, -0.0794, -0.2429, 0.8569, -0.2180, -0.3920, -0.2733, 0.8395, -0.3536, -0.4135, -0.1636, -0.0143, -0.0776, -0.1146, -0.2750, -0.0114, 0.0555, -0.2160, -0.0315, 0.0669, 0.0851, 0.0819, 0.0739, -0.2650, 0.0740, 0.1272, 0.0762, 0.1083, 0.1232, 0.1195, 0.1168, 0.1117, 0.0964, 0.1201, 0.1142, 0.0755, 0.0698, 0.0380, 0.0463, 0.0692, 0.0687, -0.0050, 0.0627, 0.0801, -0.2948, 0.0680, 0.1432, 0.1348, 0.1296, 0.0332, 0.0895, 0.0932, 0.1092, -0.0782, -0.0172, 0.0395, -1.9515, 0.2760, 0.5645, 0.5786, 0.4298, -0.2834, -0.1569, -0.2304, 0.7375, -0.2365, -0.3053, -0.0825, -0.2278, -0.3030, -0.0718, -0.1965, -0.3184, -0.0921, 0.1081, 0.1182, 0.0700, 0.0804, 0.0854, 0.1072, 0.1008, 0.0744, 0.0800, 0.0755, 0.0805, 0.1125, 0.0787

Entry from the OMol25 dataset: a molecular structure, C44H37P2Sc (ωB97M-V/def2-TZVPD).

The geometry in XYZ format:
```
84
Properties=species:S:1:pos:R:3:forces:R:3
C 2.0215 2.5548 0.1874 0.0 -0.1 -0.5
C 2.4468 1.2053 0.1397 -0.3 -0.4 0.1
C 3.4548 0.8002 -0.7635 -0.6 0.2 -0.1
C 4.0114 1.7570 -1.6276 -0.4 -0.1 0.3
C 3.6206 3.0896 -1.5454 0.1 -0.2 0.1
C 2.6546 3.4932 -0.6175 -0.2 -0.6 0.2
P 1.4501 -0.0043 1.1328 0.6 -0.2 -0.6
C 2.5980 -1.4714 1.1336 -0.2 0.2 0.3
C 2.4409 -2.6903 0.4140 0.6 0.6 0.3
C 3.5177 -3.6108 0.4021 -0.2 0.3 0.0
C 4.6865 -3.3119 1.1120 0.3 0.0 0.1
C 4.8196 -2.1009 1.8101 -0.2 -0.3 0.1
C 3.7594 -1.2073 1.8461 0.6 -0.4 -0.2
Sc 1.1469 -0.9093 -1.1903 -0.9 0.2 2.4
P -1.4173 0.2473 -0.9724 -0.6 1.2 -0.8
C -0.3159 0.4521 -2.4377 -0.9 0.4 -1.0
C 0.1416 1.7380 -2.7990 0.4 -0.1 -0.5
C 1.0119 1.8924 -3.8794 -0.3 0.1 0.2
C 1.6952 0.7921 -4.3965 0.2 0.0 0.0
C 1.4236 -0.4934 -3.9054 -0.7 0.5 -0.9
C 0.2137 -0.6739 -3.1774 0.6 0.6 0.5
C -2.9386 -0.4718 -1.7034 -0.1 -0.4 -0.1
C -3.9131 -0.9860 -0.8379 0.1 -0.1 -0.1
C -4.9893 -1.7281 -1.3244 0.1 0.3 -0.5
C -5.1386 -1.9012 -2.7117 0.4 0.0 0.3
C -4.2135 -1.3170 -3.5898 -0.3 0.0 0.2
C -3.1269 -0.5922 -3.0866 -0.1 -0.2 0.0
C -2.0010 1.9355 -0.5149 0.3 1.1 -0.1
C -1.7878 2.4999 0.7659 0.1 -0.2 -0.4
C -2.0801 3.8497 1.0149 0.0 -0.1 0.1
C -2.5628 4.6827 -0.0026 0.4 -0.4 0.1
C -2.7590 4.1417 -1.2700 -0.2 -0.4 -0.3
C -2.5323 2.7751 -1.5106 0.0 0.4 0.0
C 1.3290 0.7516 2.7440 -0.2 -0.1 0.7
C 2.2455 1.7400 3.1350 0.0 0.0 -0.1
C 2.1414 2.3166 4.3927 -0.2 -0.2 0.2
C 1.1455 1.8761 5.2711 -0.3 -0.2 -0.3
C 0.2266 0.8831 4.8863 0.2 0.0 0.0
C 0.3088 0.3176 3.6168 0.5 0.4 -0.3
H -3.8009 -0.8212 0.2331 0.0 0.0 -0.2
H -5.7154 -2.1664 -0.6359 0.2 0.2 -0.2
H -5.9608 -2.5149 -3.0904 0.3 0.3 0.1
H -4.3550 -1.4261 -4.6710 0.1 0.1 0.5
H -2.4341 -0.1204 -3.7827 -0.1 -0.2 0.1
H -0.2367 2.6311 -2.3076 0.0 -0.3 0.0
H 1.1427 2.8907 -4.3118 0.2 -0.4 0.3
H 2.3981 0.9687 -5.2174 0.0 -0.3 0.5
H 2.0740 -1.3157 -4.1993 -0.5 -0.1 -0.3
H -0.1697 -1.6804 -2.9523 0.0 0.2 -0.3
H -1.3804 1.8685 1.5623 -0.1 0.3 -0.2
H -1.9096 4.2743 2.0093 -0.1 -0.3 -0.3
H -2.7316 5.7477 0.1748 0.0 -0.4 0.0
H -3.0910 4.7827 -2.0933 0.0 -0.3 0.3
H -2.7172 2.3761 -2.5147 0.0 0.2 0.4
H 3.0242 2.0842 2.4484 -0.3 -0.2 0.3
H 2.8497 3.0938 4.6844 -0.3 -0.2 0.0
H 1.0646 2.3237 6.2567 0.0 -0.1 -0.1
H -0.5476 0.5282 5.5721 0.3 0.3 -0.2
H -0.3870 -0.4453 3.2738 0.0 0.1 0.2
H 1.4568 -2.9369 -0.0213 0.4 -0.2 0.2
H 3.4518 -4.5589 -0.1502 -0.1 0.5 0.4
H 5.5175 -4.0331 1.1684 -0.6 0.4 -0.3
H 5.7261 -1.8526 2.3604 -0.1 -0.3 -0.1
H 3.8233 -0.2928 2.4242 0.2 0.0 0.0
H 3.7826 -0.2571 -0.8318 0.1 0.7 0.3
H 4.7334 1.4124 -2.3490 0.2 0.2 -0.2
H 4.0417 3.8263 -2.2199 0.1 -0.1 0.1
H 2.3506 4.5272 -0.5296 0.1 0.0 -0.1
H 1.1532 2.8652 0.7893 0.6 -0.3 -0.1
H 2.0788 5.2221 -3.1719 -0.2 0.0 0.4
H 1.7877 5.0752 -2.4905 0.1 0.2 -0.6
C -0.6087 -1.9021 -0.4605 -0.8 -3.5 3.4
C -1.1411 -2.5840 0.4919 1.5 2.4 -3.5
C -1.8750 -3.3823 1.4083 -0.4 -0.9 0.8
C -1.2007 -4.3675 2.1864 -0.3 0.1 -0.5
C -1.9324 -5.3587 2.8358 -0.2 0.2 -0.1
C -3.3265 -5.3788 2.7460 0.0 0.1 0.0
C -4.0080 -4.3492 2.0895 0.3 -0.3 0.1
C -3.2956 -3.3461 1.4415 0.2 -0.1 -0.2
H -0.1072 -4.4088 2.2006 -0.4 0.1 0.0
H -1.4297 -6.1466 3.3902 0.0 0.2 -0.1
H -3.8860 -6.2145 3.1714 0.2 0.3 0.0
H -5.0975 -4.3757 2.0546 0.3 0.1 0.0
H -3.8469 -2.5840 0.8872 0.4 -0.5 0.3
```
Positions in Å, forces in eV/Å.

Output
total charge: +2
E_LUMO: -6.8156 eV
gap between HOMO and LUMO: 5.574 eV
calculated total energy: -3141.6225 a.u.
ΔE to the lowest compared entry with this formula, charge and spin: 17.9 kJ/mol
highest occupied orbital energy: -12.4 eV

Charges in e, computed with Löwdin, in the same order as the atoms: -0.0895, -0.3755, -0.1105, -0.0520, -0.0634, -0.0748, 1.0617, -0.3634, -0.1268, -0.0360, -0.0338, -0.0223, -0.0849, 0.8418, 1.0842, -0.4135, -0.0519, -0.0280, -0.0354, -0.0732, -0.2004, -0.3310, -0.1071, -0.0567, -0.0454, -0.0524, -0.0807, -0.3388, -0.0906, -0.0662, -0.0560, -0.0575, -0.0994, -0.3746, -0.0982, -0.0448, -0.0352, -0.0470, -0.0782, 0.1050, 0.1177, 0.1183, 0.1181, 0.1046, 0.1082, 0.1219, 0.1341, 0.1261, 0.1170, 0.0909, 0.1148, 0.1198, 0.1190, 0.1161, 0.1109, 0.1224, 0.1182, 0.1213, 0.1095, 0.0602, 0.1271, 0.1297, 0.1262, 0.1081, 0.1111, 0.1179, 0.1089, 0.0976, 0.1181, 0.0704, 0.0354, -0.2282, -0.0619, -0.2371, -0.0240, -0.0642, -0.0554, -0.0555, -0.0168, 0.1124, 0.1133, 0.1180, 0.1160, 0.0662

What is the calculated total energy in the second record?
-7662.3297 a.u.

Which formula does entry 1 have?
C22H25F2I2N3O3V

What is the formula in the third record?
C44H37P2Sc